The following is a DFT calculation (the ωB97M-V functional and the def2-TZVPD basis) of a molecular structure, H14O7 at a distorted geometry.

* relative energy (zero: lowest compared OMol25 entry of this formula, charge and spin): 692.5 kJ/mol
* frontier orbital gap: 8.26 eV
* strongest force on any atom: 9.23 eV/Å
* calculated total energy: -534.8601 hartree

The geometry in ORCA input format:
```
! wB97M-V def2-TZVPD RIJCOSX def2/J DEFGRID3
* xyz 0 1
O 2.76475 9.74069 -1.87418
H 3.54211 9.50602 -2.38101
H 3.10853 10.04215 -1.03324
O 0.36690 9.53184 -1.78505
H 0.33768 9.09620 -2.63686
H 1.27384 9.82479 -1.69630
O 4.27383 10.68093 -4.53065
H 4.96648 10.39358 -3.93575
H 4.26038 10.01825 -5.22122
O 2.45363 11.11590 -3.70144
H 3.17897 10.76855 -4.22055
H 2.44085 10.57276 -2.91336
O 4.67854 12.58858 -3.22555
H 4.30261 13.45028 -3.40549
H 3.96740 11.97396 -3.40651
O 3.93981 12.45135 -5.99486
H 3.94621 11.54760 -5.67954
H 4.79044 12.56352 -6.41920
O 1.68314 13.15879 -4.02622
H 0.74352 13.13942 -3.84459
H 1.96911 12.25297 -3.90811
*
```



The following is a DFT calculation (the ωB97M-V functional and the def2-TZVPD basis) of C5H8O in the gas phase at a distorted geometry.

* relative energy (zero: lowest compared OMol25 entry of this formula, charge and spin): 286.1 kJ/mol
* frontier orbital gap: 9.87 eV
* structure (SMILES): C=C[C@H]1C[C@@H]1O
* strongest force on any atom: 1.36 eV/Å
* calculated total energy: -270.4489 hartree

The geometry in ORCA input format:
```
! wB97M-V def2-TZVPD RIJCOSX def2/J DEFGRID3
* xyz 0 1
C 0.05608 -1.91983 -0.45303
C 1.00139 -1.10096 -0.00344
C 0.63356 0.28717 0.35211
C 0.28007 1.49892 -0.48390
C -0.87321 0.69806 -0.03471
O -1.77352 0.90818 1.00479
H 0.25184 -2.93389 -0.76785
H -0.97179 -1.56885 -0.49420
H 1.99209 -1.49063 0.25114
H 1.19124 0.63364 1.25124
H 0.44172 2.44033 0.02278
H 0.47965 1.45731 -1.54576
H -1.46897 0.32227 -0.88928
H -1.24015 0.76829 1.79009
*
```



The following is a DFT calculation (the ωB97M-V functional and the def2-TZVPD basis) of a molecular structure, C3H3NO4 at a distorted geometry.

* relative energy (zero: lowest compared OMol25 entry of this formula, charge and spin): 805.6 kJ/mol
* frontier orbital gap: 7.30 eV
* strongest force on any atom: 6.28 eV/Å
* calculated total energy: -471.5663 hartree

The geometry in ORCA input format:
```
! wB97M-V def2-TZVPD RIJCOSX def2/J DEFGRID3
* xyz 0 1
C -0.13820 -0.72496 -0.29937
C -0.08010 1.50385 0.29118
C -0.47810 0.06585 0.66241
H 1.04229 -2.70060 -1.62709
H 1.22177 -0.04802 -1.67005
H -1.49025 0.37311 2.41904
N 0.13558 0.06100 -1.44814
O 0.36309 -2.13204 -0.32999
O 0.01206 1.42157 -1.01269
O -0.06121 2.46968 0.97363
O -0.52694 -0.28944 2.04107
*
```



The following is a DFT calculation (the ωB97M-V functional and the def2-TZVPD basis) of C3HCl3OS in the gas phase at a distorted geometry.

* relative energy (zero: lowest compared OMol25 entry of this formula, charge and spin): 0.0 kJ/mol
* frontier orbital gap: 8.69 eV
* structure (SMILES): OC(=S)C(Cl)=C(Cl)Cl
* strongest force on any atom: 2.70 eV/Å
* calculated total energy: -1968.8789 hartree

The geometry in ORCA input format:
```
! wB97M-V def2-TZVPD RIJCOSX def2/J DEFGRID3
* xyz 0 1
O 1.14118 -0.95473 1.09819
C 1.00438 -0.07242 0.04230
S 2.08610 0.01605 -1.18937
C -0.23499 0.70242 0.05262
Cl -0.08525 2.38699 0.10670
C -1.40963 0.05507 -0.20360
Cl -1.63140 -1.66445 -0.27144
Cl -2.93915 0.77261 -0.55149
H 2.06876 -1.24153 0.91610
*
```



The following is a DFT calculation (the ωB97M-V functional and the def2-TZVPD basis) of a molecular structure, C44H50Cl2N10O4S2SbSe4Y at a distorted geometry.

* relative energy (zero: lowest compared OMol25 entry of this formula, charge and spin): 0.0 kJ/mol
* frontier orbital gap: 5.49 eV
* strongest force on any atom: 2.91 eV/Å
* calculated total energy: -14156.5886 hartree

The geometry in ORCA input format:
```
! wB97M-V def2-TZVPD RIJCOSX def2/J DEFGRID3
* xyz -2 1
Y 1.56379 -2.60391 -1.62872
C -2.79028 -4.91413 -1.50990
O -1.90694 -5.25120 -0.41174
C -0.88191 -4.37807 -0.49900
N -0.90109 -3.51179 -1.42005
C -2.11550 -3.70352 -2.20350
C -2.99695 -2.47132 -2.26015
C -2.50006 -1.20631 -1.96074
C -3.32439 -0.09588 -2.04945
C -4.64633 -0.22737 -2.44639
C -5.14439 -1.48189 -2.76642
C -4.31977 -2.59654 -2.67266
C 0.14567 -4.49780 0.58789
C 0.03506 -5.37863 1.64524
C 1.05101 -5.36415 2.60484
C 2.11420 -4.49439 2.50330
C 2.14259 -3.62141 1.41283
N 1.18845 -3.67927 0.50572
C 3.30627 -2.74313 1.06560
N 3.36324 -2.04918 0.00790
C 4.72887 -1.57850 -0.16369
C 5.37456 -1.98178 1.18876
O 4.40949 -2.89069 1.80283
C 4.74868 -0.09323 -0.42907
C 3.88232 0.74035 0.27741
C 3.87201 2.10107 0.01668
C 4.71055 2.63412 -0.95552
C 5.56372 1.80322 -1.66224
C 5.58685 0.44063 -1.39434
H -2.87952 -5.79070 -2.14837
H -3.76133 -4.66830 -1.07923
H -1.80069 -3.93005 -3.22699
H -1.47236 -1.09527 -1.66072
H -2.91655 0.88151 -1.81729
H -5.28548 0.64577 -2.51265
H -6.17363 -1.59511 -3.08750
H -4.71911 -3.57304 -2.92976
H -0.80369 -6.05469 1.71910
H 0.99623 -6.04803 3.44251
H 2.90156 -4.45249 3.24067
H 5.14398 -2.11802 -1.01526
H 6.32206 -2.50619 1.09566
H 5.47231 -1.12694 1.85804
H 3.20430 0.31299 1.01257
H 3.17804 2.74565 0.54596
H 4.65665 3.68899 -1.19800
H 6.16373 2.18979 -2.47602
H 6.19788 -0.21206 -2.00715
N 0.91451 1.07162 -1.98519
C 0.82726 -0.00179 -1.54071
H 1.53476 1.58725 -2.80240
Se 6.09580 0.02034 -5.20787
Sb 3.70260 0.38215 -5.21568
Se 2.92447 -1.48329 -3.37827
Se 2.38329 -0.20842 -7.17076
Se 2.86336 2.43751 -4.04833
O 1.39869 -4.42593 -3.08082
S 2.93984 -4.53084 -3.12425
N 3.50185 -4.42211 -1.76916
C -3.47829 1.03631 4.89154
C -1.95217 1.16530 4.95834
C -1.33097 -0.23302 5.03495
C -1.61572 1.90844 6.26190
C -1.41896 1.98931 3.73527
O -1.84891 3.35545 3.86188
C 0.10220 1.87357 3.62235
C 0.82791 2.74511 2.58688
C 0.74477 4.22992 2.82432
C 0.15639 5.08644 1.90030
C 0.05593 6.44892 2.13812
C 0.55459 6.95889 3.32241
Cl 0.42221 8.67281 3.64235
C 1.16470 6.14186 4.25789
C 1.25957 4.78398 3.99621
C -2.09578 1.62848 2.39971
N -1.90344 0.28855 1.89598
C -0.87803 -0.18094 1.17045
N -1.11223 -1.41946 0.79405
C -2.30784 -1.67935 1.36511
N -2.84023 -0.67933 2.03560
H -3.85031 0.64145 5.84128
H -3.79076 0.35330 4.10136
H -3.94567 2.01078 4.72764
H -1.81932 -0.78577 5.84365
H -0.25996 -0.20776 5.24015
H -1.45969 -0.80485 4.11652
H -1.89018 1.27704 7.11027
H -2.17755 2.84090 6.35120
H -0.55007 2.12880 6.35996
H -1.27993 3.79251 4.50325
H 0.36010 0.83331 3.39949
H 0.55259 2.06064 4.60185
H 0.50595 2.52139 1.56749
H 1.87851 2.44098 2.62601
H -0.23639 4.67859 0.97594
H -0.40621 7.10798 1.41550
H 1.56444 6.56629 5.16942
H 1.74852 4.13857 4.71846
H -1.71269 2.31416 1.64382
H -3.16542 1.80029 2.47642
H -0.00226 0.39655 0.92171
H -2.82308 -2.62408 1.26452
S -0.41243 -1.84839 -4.78043
C -1.29891 -0.54992 -5.33362
N -2.64061 -0.44153 -5.19621
C -3.43877 0.64116 -5.72644
C -2.72200 1.26416 -6.91809
C -1.30521 1.62248 -6.49317
N -0.65202 0.45424 -5.94814
H -3.05737 -1.13697 -4.60248
H -3.62349 1.40714 -4.96076
H -4.41033 0.24143 -6.02722
H -3.26204 2.14704 -7.26339
H -2.68231 0.54108 -7.73579
H -1.33770 2.42477 -5.74534
H -0.70544 1.98343 -7.32835
H 0.31284 0.23818 -6.22334
Cl 1.71899 -1.21619 2.99375
*
```



Copy entry 2 word for word.
The following is a DFT calculation (the ωB97M-V functional and the def2-TZVPD basis) of C5H8O in the gas phase at a distorted geometry.

* relative energy (zero: lowest compared OMol25 entry of this formula, charge and spin): 286.1 kJ/mol
* frontier orbital gap: 9.87 eV
* structure (SMILES): C=C[C@H]1C[C@@H]1O
* strongest force on any atom: 1.36 eV/Å
* calculated total energy: -270.4489 hartree

The geometry in ORCA input format:
```
! wB97M-V def2-TZVPD RIJCOSX def2/J DEFGRID3
* xyz 0 1
C 0.05608 -1.91983 -0.45303
C 1.00139 -1.10096 -0.00344
C 0.63356 0.28717 0.35211
C 0.28007 1.49892 -0.48390
C -0.87321 0.69806 -0.03471
O -1.77352 0.90818 1.00479
H 0.25184 -2.93389 -0.76785
H -0.97179 -1.56885 -0.49420
H 1.99209 -1.49063 0.25114
H 1.19124 0.63364 1.25124
H 0.44172 2.44033 0.02278
H 0.47965 1.45731 -1.54576
H -1.46897 0.32227 -0.88928
H -1.24015 0.76829 1.79009
*
```



> Which of these has the highest calculated total energy?

C5H8O